No. 1
Density functional theory data (the ωB97M-V functional and the def2-TZVPD basis) for a molecular structure, C25H45InN2S2SbSi3.

Cartesian coordinates (Å):
In: 0.52786 -0.44534 -0.96027
C: -2.66725 -0.74015 -0.59368
N: -1.82911 -0.34891 -1.73618
C: -2.03064 1.05709 -2.11444
C: -0.94820 1.47406 -3.08742
N: 0.36639 1.48443 -2.42400
C: 0.54909 2.71310 -1.62147
C: 1.48887 1.33921 -3.34122
C: 1.40142 1.79516 -4.65060
C: 2.48324 1.68424 -5.50797
C: 3.66449 1.11712 -5.05222
C: 3.75795 0.66676 -3.74603
C: 2.67923 0.77928 -2.86897
S: 2.88160 0.25713 -1.19024
C: -2.05400 -1.27969 -2.83412
C: -3.23302 -1.19925 -3.57108
C: -3.50181 -2.10085 -4.58385
C: -2.58382 -3.10859 -4.85573
C: -1.41801 -3.20065 -4.12058
C: -1.13052 -2.28937 -3.09784
S: 0.39544 -2.50810 -2.24208
H: -3.72743 -0.76311 -0.86314
H: -2.52177 -0.03250 0.21913
H: -2.37027 -1.73452 -0.25809
H: -1.97871 1.65290 -1.20122
H: -3.01255 1.23410 -2.55732
H: -1.19086 2.45455 -3.50727
H: -0.90938 0.75496 -3.90500
H: 0.49843 3.59595 -2.26569
H: 1.52415 2.67217 -1.14310
H: -0.21467 2.78793 -0.84739
H: 0.48340 2.23933 -5.01320
H: 2.40030 2.04129 -6.52580
H: 4.51465 1.02115 -5.71487
H: 4.67165 0.21342 -3.38484
H: -3.95958 -0.42702 -3.34802
H: -4.42014 -2.02152 -5.14984
H: -2.77936 -3.82628 -5.64244
H: -0.70032 -3.98353 -4.33046
C: -2.96143 -1.55261 2.88985
Si: -2.01367 0.02048 3.15793
C: -1.58545 0.17221 4.95816
C: -2.85974 1.56668 2.56150
Sb: 0.22685 -0.06694 1.85181
Si: 1.71746 1.90603 2.66601
C: 1.46594 1.96780 4.50792
C: 1.09872 3.46577 1.86995
C: 3.47143 1.50421 2.23938
Si: 1.36175 -2.29960 2.52609
C: 1.17462 -2.46608 4.36870
C: 3.13788 -2.20348 2.00444
C: 0.42134 -3.60323 1.60149
H: -3.73451 -1.62808 3.65978
H: -2.30258 -2.41783 2.99646
H: -3.44840 -1.60935 1.91864
H: -2.51205 0.25140 5.53591
H: -0.98413 1.05867 5.16311
H: -1.03912 -0.70151 5.31836
H: -3.86638 1.64464 2.98190
H: -2.94537 1.61437 1.47432
H: -2.28929 2.43794 2.89506
H: 0.48161 2.36887 4.76036
H: 2.21614 2.62632 4.95816
H: 1.56834 0.98049 4.96456
H: 0.01403 3.45780 1.74043
H: 1.56508 3.62116 0.89673
H: 1.35411 4.31754 2.50702
H: 3.86116 0.73777 2.91248
H: 4.08964 2.40010 2.35541
H: 3.57230 1.15779 1.21097
H: 1.53619 -1.57315 4.88500
H: 1.75479 -3.32069 4.73084
H: 0.13115 -2.62894 4.64823
H: 3.69301 -1.49550 2.62195
H: 3.23992 -1.90087 0.95826
H: 3.60368 -3.18723 2.11604
H: -0.64712 -3.55990 1.82601
H: 0.78345 -4.59780 1.87826
H: 0.54195 -3.49119 0.52108

Properties
LUMO level: -2.282 eV
net charge: +1
E_HOMO: -10.318 eV
ΔE to the lowest compared entry with this formula, charge and spin: 0.00 kJ/mol
total energy: -3184.3331 Eh

Mulliken atomic charges, in units of e: 0.689, -0.870, 0.761, -0.792, -1.231, 0.831, -1.172, -0.079, -0.372, -0.949, -0.628, -0.880, 0.621, -0.384, -0.673, -0.369, -1.014, -0.620, -0.804, 1.206, -0.194, 0.372, -0.326, 0.395, 0.328, 0.465, 0.459, 0.783, 0.308, 0.371, 0.364, 0.426, 0.424, 0.403, 0.493, 0.317, 0.422, 0.409, 0.486, -0.987, 0.638, -1.003, -1.010, -0.312, 0.675, -1.087, -1.055, -0.836, 0.297, -0.980, -0.875, -0.632, 0.436, 0.228, 0.279, 0.418, 0.211, 0.219, 0.420, 0.249, 0.290, 0.289, 0.441, 0.264, 0.284, 0.300, 0.471, 0.252, 0.395, 0.146, 0.294, 0.434, 0.254, 0.247, 0.232, 0.426, 0.199, 0.420, 0.095


No. 2
Density functional theory data (the ωB97M-V functional and the def2-TZVPD basis) for 11 unconnected molecules or ions with the total composition C25H45N7O4S.

Cartesian coordinates (Å):
C: -2.70599 -2.55603 -1.77348
C: -3.92240 -2.38355 -0.97340
N: -4.87445 -2.19055 -0.36046
H: -2.84468 -3.37933 -2.47491
H: -1.83133 -2.75242 -1.15878
H: -2.62897 -1.66429 -2.39538
C: 4.35725 0.26008 1.77127
C: 5.14341 -0.54060 0.83316
N: 5.67333 -1.19637 0.06413
H: 3.30848 -0.00749 1.66015
H: 4.44477 1.32776 1.58727
H: 4.73855 0.03697 2.76706
C: 2.70224 3.64803 1.65070
C: 1.89351 4.84015 1.45233
N: 1.24772 5.78551 1.36087
H: 2.16675 2.72033 1.47896
H: 3.05649 3.62016 2.68096
H: 3.62707 3.64895 1.07213
C: -3.34062 -2.44746 3.58874
C: -2.51143 -1.55773 4.38753
N: -1.83317 -0.83236 4.95921
H: -4.26413 -1.90801 3.38066
H: -3.61435 -3.35803 4.12249
H: -2.78485 -2.76331 2.70932
C: 0.12249 -3.90039 2.81881
C: 1.01138 -5.01564 3.16864
N: 1.74731 -5.86217 3.42263
H: -0.80444 -4.24470 2.38409
H: 0.78030 -3.30825 2.17861
H: -0.02906 -3.22921 3.66577
C: -6.33627 0.91556 -0.40075
C: -4.98774 1.39811 -0.08967
N: -3.92077 1.76171 0.13117
H: -6.21096 0.13072 -1.14708
H: -6.92496 1.71994 -0.83339
H: -6.79661 0.46804 0.47407
C: 0.54315 5.84326 -3.63166
C: 0.12554 4.71122 -2.81104
N: -0.18403 3.79807 -2.19790
H: 1.58679 5.69881 -3.89369
H: 0.37328 6.71419 -2.99401
H: -0.11787 5.92207 -4.49131
C: 0.03869 -0.00900 2.18653
S: 0.54920 -0.47888 0.52877
O: 0.19694 -1.95634 0.42329
C: -0.73367 0.35781 -0.43887
H: 0.65658 -0.57164 2.88215
H: -1.01342 -0.26184 2.27717
H: 0.31171 1.04231 2.27983
H: -0.52056 1.42560 -0.48674
H: -1.66877 0.13187 0.07579
H: -0.83685 -0.02835 -1.45030
C: 1.05728 -2.56530 -2.82696
C: 0.51038 -3.78268 -3.52421
O: -0.57418 -3.75726 -4.06974
C: 1.41380 -4.98107 -3.69596
H: 0.31183 -1.78944 -2.64350
H: 1.76138 -2.07825 -3.50591
H: 1.41160 -2.84761 -1.83470
H: 2.45610 -4.66834 -3.59208
H: 1.34386 -5.24273 -4.75337
H: 1.17409 -5.81502 -3.04507
C: 0.25902 1.10844 -7.30467
C: 0.71979 0.84712 -5.89767
O: 1.84742 1.05854 -5.54658
C: -0.36169 0.37436 -4.92575
H: -0.73182 1.58517 -7.31316
H: -0.04316 0.22621 -7.88093
H: 0.93741 1.73654 -7.87430
H: -0.28182 -0.69841 -4.74725
H: -1.35285 0.71050 -5.21563
H: -0.14526 0.83365 -3.95654
C: 1.16887 3.27029 5.79086
C: 1.71838 1.98578 5.20658
O: 1.87298 1.87211 4.00907
C: 1.97317 0.80360 6.12844
H: 1.68918 4.05364 5.23497
H: 1.50985 3.39754 6.81459
H: 0.10326 3.21125 5.58234
H: 1.02881 0.27455 6.25916
H: 2.34623 1.16321 7.08487
H: 2.71550 0.19032 5.62169

Properties
LUMO level: 0.393 eV
E_HOMO: -9.233 eV
ΔE to the lowest compared entry with this formula, charge and spin: 0.00 kJ/mol
total energy: -2061.9014 Eh

Mulliken atomic charges, in units of e: -0.113, 0.072, -0.490, 0.465, 0.000, 0.083, 0.111, 0.099, -0.389, -0.185, 0.086, 0.290, -0.360, 0.198, -0.434, -0.029, 0.239, 0.417, -0.733, 0.471, -0.436, 0.325, 0.356, 0.070, -0.126, 0.060, -0.409, 0.252, -0.003, 0.191, -0.755, 0.334, -0.373, 0.224, 0.317, 0.256, -0.825, 0.355, -0.378, 0.271, 0.289, 0.281, -0.930, 0.313, -0.581, -0.402, 0.363, 0.337, 0.308, 0.433, 0.032, -0.015, -0.362, 0.717, -0.578, -1.118, -0.479, 0.466, 0.441, 0.336, 0.334, 0.294, -1.204, 0.696, -0.553, -0.565, 0.327, 0.316, 0.335, 0.060, 0.385, 0.175, -1.070, 0.732, -0.412, -1.106, 0.277, 0.394, 0.288, 0.235, 0.430, 0.277


No. 3
Density functional theory data (the ωB97M-V functional and the def2-TZVPD basis) for a molecular structure, C25H45N8O9.

Cartesian coordinates (Å):
C: -0.41514 -2.93168 0.36270
C: 0.21462 -1.86601 -0.51754
C: -0.94115 -1.29500 -1.35939
C: -0.61840 -0.00280 -2.11531
C: -0.23094 1.16051 -1.12582
C: 1.05643 0.61011 -0.21487
N: 0.97500 -0.80556 0.15378
O: 1.72118 -1.14131 1.04752
C: 1.27624 1.57443 0.93489
C: 2.40684 0.67605 -1.16763
C: 1.21714 -2.64099 -1.53321
H: -1.05283 -3.67377 -0.25136
H: -1.12541 -2.35971 0.98624
H: 0.18495 -3.30392 1.00438
H: -1.83823 -1.01181 -0.79458
H: -1.36087 -1.99181 -2.13796
H: -1.44521 0.33279 -2.61844
H: 0.30930 -0.37529 -2.84335
H: -0.98421 1.46240 -0.45238
H: 0.01569 2.21478 -1.59543
H: 0.53260 1.55960 1.79699
H: 1.28043 2.82372 0.61724
H: 2.23751 1.26484 1.35559
H: 2.44468 1.80720 -1.59536
H: 2.44322 -0.06841 -1.95347
H: 3.24180 0.59063 -0.50125
H: 1.97220 -3.04849 -0.82691
H: 1.81955 -2.18761 -2.29843
H: 0.79249 -3.52503 -2.06408
N: 6.50490 0.15376 1.42174
C: 5.28027 -0.54538 1.21406
C: 4.80657 -1.02366 2.60666
C: 5.69548 -0.39231 3.57929
C: 6.71668 0.44225 2.78411
H: 7.13305 0.44735 0.78934
H: 4.94673 -0.92221 0.28856
H: 3.97793 -1.74762 2.95500
H: 5.50250 -0.71331 4.62305
H: 7.52457 0.82152 3.09148
N: 4.40274 2.33451 2.71004
C: 4.39587 3.20057 1.65902
C: 3.69124 4.51098 2.17743
C: 3.59603 4.20933 3.70209
C: 3.81787 2.63341 3.91498
H: 4.68576 1.25380 2.72201
H: 4.68287 3.05278 0.66662
H: 3.36251 5.31038 1.68464
H: 3.40516 4.75909 4.65171
H: 3.82488 2.01264 4.75400
N: -1.66750 4.04557 -2.63686
C: -1.86104 3.55537 -3.89916
C: -0.74281 4.08385 -4.76356
C: 0.12281 4.90595 -3.82936
C: -0.55973 4.78669 -2.32553
H: -2.32724 3.88167 -1.86680
H: -2.76748 3.09035 -4.09809
H: -0.41750 3.85638 -5.74814
H: 1.20944 5.38723 -3.98672
H: -0.13287 5.22324 -1.31331
C: -4.73888 -2.21991 -2.34261
N: -4.50204 -2.21414 -0.88991
O: -3.58811 -2.98226 -0.42006
O: -5.40567 -1.83954 -0.15216
H: -5.50432 -1.40783 -2.59320
H: -4.91254 -3.29206 -2.69437
H: -3.84696 -1.84645 -2.82803
C: -3.54597 0.07350 2.80554
N: -2.29757 0.74156 2.44984
O: -2.32756 1.89678 2.18012
O: -1.33144 0.05875 2.28901
H: -4.20450 0.05801 1.91322
H: -3.85696 0.75978 3.62570
H: -3.21186 -1.08142 3.01196
C: -2.09411 -7.31091 -0.25016
N: -1.66800 -8.32749 0.66097
O: -0.73352 -9.02201 0.32745
O: -2.38592 -8.44833 1.66489
H: -2.53158 -7.78443 -0.95732
H: -1.26020 -6.63249 -0.40353
H: -2.86210 -6.71557 0.18838
C: -6.06790 1.43382 -0.86232
N: -4.71981 1.83328 -0.85064
O: -4.39939 3.00150 -0.57973
O: -3.85671 0.96839 -1.06115
H: -6.51307 1.43616 0.43319
H: -6.02458 0.46315 -0.89275
H: -6.54791 1.93814 -1.59316

Properties
LUMO level: -5.532 eV
net charge: +1
E_HOMO: -9.394 eV
ΔE to the lowest compared entry with this formula, charge and spin: 0.00 kJ/mol
total energy: -2093.5759 Eh

Mulliken atomic charges, in units of e: -1.911, 0.996, -0.268, -1.484, -0.918, 0.662, 1.608, -0.431, -0.699, -1.078, -1.613, 0.191, 0.270, 0.867, -0.063, 0.515, 0.977, 0.216, 0.538, 0.047, 0.176, 0.193, 0.204, 0.311, 0.368, 0.057, 0.451, 0.331, 0.400, 0.029, -0.701, 0.010, -0.577, -0.775, 0.123, 0.661, 0.311, 0.386, 0.649, -0.049, -0.432, -0.802, -0.633, -0.424, 0.380, 0.503, 0.609, 0.360, 0.428, 0.054, -0.419, -0.682, -0.287, -0.390, 0.165, 0.559, 0.396, 0.281, 0.326, -0.655, 0.816, -0.440, -0.514, 0.266, 0.308, 0.228, -0.666, 0.981, -0.533, -0.519, 0.100, 0.349, 0.275, -0.882, 0.855, -0.503, -0.506, 0.442, 0.230, 0.362, -0.776, 0.806, -0.514, -0.307, 0.284, 0.128, 0.410